C16H29N3O2 | ωB97M-V/def2-TZVPD

Structure (ORCA input):
```
! wB97M-V def2-TZVPD RIJCOSX def2/J DEFGRID3
* xyz 0 1
C 1.0535 -5.3677 -2.5776
C 1.5548 -4.0437 -2.0034
C 3.0296 -4.1657 -1.6280
C 1.3292 -2.9155 -3.0157
C 1.4157 -1.5128 -2.3951
C 0.2636 -1.2665 -1.4988
N 0.1866 -1.6648 -0.2604
O -1.0421 -1.2683 0.1722
C -1.6243 -0.6433 -0.8531
C -2.9809 -0.0552 -0.7061
N -3.0414 0.7408 0.5022
C -4.3869 1.1569 0.8219
C -2.0832 1.8391 0.5231
C -1.4018 1.9089 1.8912
C -0.2073 2.8656 1.9203
C 0.2239 3.1499 3.3624
C 1.4558 4.0557 3.3728
O 2.5307 3.4928 2.6588
C 2.1926 3.2575 1.3126
C 1.0054 2.3031 1.1727
N -0.8659 -0.6130 -1.9062
H -0.0094 -5.3143 -2.8029
H 1.2111 -6.1746 -1.8661
H 1.5871 -5.6103 -3.4947
H 0.9864 -3.8138 -1.0963
H 3.1697 -4.9706 -0.9106
H 3.3958 -3.2479 -1.1766
H 3.6302 -4.3840 -2.5093
H 0.3427 -3.0271 -3.4719
H 2.0734 -2.9899 -3.8112
H 1.3905 -0.7635 -3.1869
H 2.3396 -1.4110 -1.8270
H -3.2045 0.5093 -1.6284
H -3.7062 -0.8705 -0.6138
H -4.3711 1.7006 1.7637
H -5.0173 0.2770 0.9433
H -4.8295 1.8040 0.0478
H -1.3278 1.6631 -0.2454
H -2.5685 2.7984 0.2901
H -1.0739 0.9030 2.1579
H -2.1335 2.2254 2.6371
H -0.5021 3.8132 1.4512
H -0.5827 3.6310 3.9179
H 0.4709 2.2079 3.8552
H 1.8217 4.2063 4.3907
H 1.1946 5.0359 2.9402
H 3.0880 2.8354 0.8515
H 1.9546 4.2136 0.8169
H 0.7888 2.1650 0.1127
H 1.2740 1.3347 1.5993
*
```

## Properties
* SMILES string: CC(C)CCc1noc(CN(C)CCC2CCOCC2)n1
* energy: -941.7743 Eh
* HOMO energy: -0.3246 Eh
* LUMO energy: 0.88 eV


C3H6EuO3 | ωB97M-V/def2-TZVPD

Structure (ORCA input):
```
! wB97M-V def2-TZVPD RIJCOSX def2/J DEFGRID3
* xyz 2 8
H 2.7007 -1.7245 -0.2244
O 1.7932 -1.9546 0.1584
Eu 3.7807 1.4118 0.1231
O -0.2065 -0.9874 -0.1142
C 1.0773 -0.8835 -0.0050
O 1.6687 0.1212 -0.4223
C -1.0717 -0.0404 0.5609
C -1.7281 0.8832 -0.4358
H -1.8001 -0.6723 1.0782
H -0.4987 0.4982 1.3226
H -1.6914 0.4634 -1.4493
H -2.7798 1.0163 -0.1495
H -1.2443 1.8686 -0.4427
*
```

## Properties
* energy: -1053.3023 Eh
* HOMO energy (alpha / beta): -0.6656 / -0.6657 Eh
* LUMO energy (alpha / beta): -10.25 / -10.01 eV


C2H4N2 | ωB97M-V/def2-TZVPD

Structure (ORCA input):
```
! wB97M-V def2-TZVPD RIJCOSX def2/J DEFGRID3
* xyz 0 1
C 1.3216 0.6285 0.7521
C 0.1729 0.1575 1.0964
N -1.7176 -1.1232 -1.8130
N -1.1754 -1.1944 -0.7699
H 1.7384 0.4716 -0.2318
H 1.9543 1.2118 1.4232
H -0.4969 0.0991 1.9193
H -1.7973 -0.2508 -2.3763
*
```

## Properties
* energy: -187.9259 Eh
* HOMO energy (alpha / beta): -0.3019 / -0.3034 Eh
* LUMO energy (alpha / beta): 0.59 / 0.82 eV


Energy above the lowest of the compared OMol25 structures with the same formula, charge and spin: 318.9, 31.9, 505.2 (kJ/mol)